1.
{
  "formula": "C5H18NO6",
  "method": "the ωB97M-V functional and the def2-TZVPD basis",
  "orbital_gap_ev": 8.3,
  "total_charge": -1,
  "elements": ["O", "O", "O", "O", "O", "O", "N", "C", "C", "C", "C", "C", "H", "H", "H", "H", "H", "H", "H", "H", "H", "H", "H", "H", "H", "H", "H", "H", "H", "H"],
  "xyz": [[-0.906, -1.750, 2.702], [-0.027, -1.539, -0.127], [0.537, -2.784, -2.460], [2.799, -2.283, -0.475], [-3.223, 2.967, 0.515], [-1.837, -1.160, -1.410], [0.466, 1.171, 0.024], [2.064, 1.903, 1.747], [1.034, 1.751, -1.176], [0.632, 1.947, 1.220], [-0.927, -0.822, -0.641], [-0.889, 0.672, -0.211], [-0.377, -2.560, -2.679], [-0.393, -1.143, 3.251], [-1.513, 0.796, 0.672], [-0.340, -1.878, 1.910], [2.713, 2.592, 1.194], [2.457, 0.893, 1.601], [0.309, 2.320, -1.763], [-0.034, 1.577, 2.007], [-1.358, 1.292, -0.985], [0.548, -2.498, -1.514], [0.275, 3.001, 1.184], [1.556, 0.988, -1.758], [2.211, 2.107, 2.811], [-2.569, 2.996, -0.192], [1.854, 2.407, -0.888], [-3.195, 2.047, 0.797], [2.190, -1.535, -0.387], [2.359, -2.918, -1.046]]
}

2.
{
  "formula": "C5H19N2O3",
  "method": "the ωB97M-V functional and the def2-TZVPD basis",
  "orbital_gap_ev": [3.0, 9.7],
  "total_charge": 0,
  "s_squared": 0.750,
  "multiplicity": 2,
  "elements": ["O", "O", "O", "N", "N", "C", "C", "C", "C", "C", "H", "H", "H", "H", "H", "H", "H", "H", "H", "H", "H", "H", "H", "H", "H", "H", "H", "H", "H"],
  "xyz": [[-1.302, -2.420, -1.193], [-1.034, 3.048, -1.255], [3.204, -1.335, -0.412], [-0.127, 0.853, 1.312], [-1.035, 0.284, -1.430], [0.046, -0.497, -0.706], [1.208, 1.092, 1.829], [-1.013, 1.018, 2.504], [-0.268, -0.517, 0.816], [0.034, -1.913, -1.215], [-1.239, -0.924, 1.078], [1.920, 1.432, 1.058], [0.473, -1.219, 1.211], [-1.372, -3.266, -0.761], [-1.118, 0.172, -2.458], [-1.381, 3.821, -0.803], [0.264, -1.863, -2.286], [-0.597, 0.652, 3.449], [-1.256, 3.214, -2.195], [1.601, 0.239, 2.395], [3.449, -2.196, -0.056], [3.440, -0.653, 0.225], [0.974, 0.038, -0.877], [1.306, 1.933, 2.526], [-1.213, 2.070, 2.702], [-1.986, 0.571, 2.302], [0.689, -2.529, -0.602], [-1.955, 0.053, -1.028], [-0.827, 1.287, -1.217]]
}

3.
{
  "formula": "C5H19NO4S2",
  "method": "the ωB97M-V functional and the def2-TZVPD basis",
  "orbital_gap_ev": 6.3,
  "total_charge": -2,
  "elements": ["S", "S", "O", "O", "O", "O", "N", "C", "C", "C", "C", "C", "H", "H", "H", "H", "H", "H", "H", "H", "H", "H", "H", "H", "H", "H", "H", "H", "H", "H", "H"],
  "xyz": [[-3.998, 0.745, 2.017], [3.541, 0.127, -1.289], [-2.087, 3.050, 2.520], [0.191, -2.439, -3.169], [1.568, 1.480, 2.885], [2.642, -1.157, -3.685], [0.274, -0.732, -1.005], [2.315, 0.273, 0.059], [-1.095, -0.903, -0.481], [-3.046, -0.464, 0.955], [-1.707, 0.103, 0.517], [1.291, -0.863, 0.041], [-0.968, 0.306, 1.295], [-1.823, 1.051, -0.012], [0.386, 0.152, -1.490], [-2.975, -1.394, 1.518], [1.787, 1.229, -0.060], [2.820, 0.316, 1.015], [-0.068, -2.066, -2.301], [-2.860, 2.892, 1.954], [-1.940, 2.117, 2.724], [-1.193, -1.926, -0.109], [0.902, -0.985, 1.056], [1.820, -1.799, -0.155], [1.275, 1.787, 2.037], [2.374, 1.938, 3.084], [-3.625, -0.673, 0.056], [3.137, -1.763, -3.133], [-1.726, -0.915, -1.381], [2.198, -0.553, -3.067], [0.952, -2.023, -3.574]]
}

4.
{
  "formula": "C5H19NO5",
  "method": "the ωB97M-V functional and the def2-TZVPD basis",
  "orbital_gap_ev": 8.7,
  "smiles": "C=C/C(C)=C/N.O.O.O.O.O",
  "total_charge": 0,
  "elements": ["O", "O", "O", "O", "O", "N", "C", "C", "C", "C", "C", "H", "H", "H", "H", "H", "H", "H", "H", "H", "H", "H", "H", "H", "H", "H", "H", "H", "H", "H"],
  "xyz": [[2.014, 2.738, -0.698], [1.854, 0.458, -2.172], [0.314, -1.662, -1.632], [-0.248, 2.139, -2.062], [-1.736, -0.006, -2.135], [-2.417, -0.042, 0.817], [-1.037, 0.015, 1.164], [-0.331, -1.035, 1.608], [-0.951, -2.327, 1.940], [1.111, -0.958, 1.776], [1.793, 0.185, 2.016], [-0.578, 0.971, 0.949], [2.498, 0.922, -1.539], [2.847, 0.211, 2.139], [-2.862, -0.924, 1.199], [-2.220, -0.122, -1.309], [1.674, -1.937, 1.762], [-2.913, 0.849, 1.001], [-1.428, -2.838, 1.036], [0.975, -1.038, -1.924], [1.134, 1.063, -2.203], [1.135, 2.596, -1.158], [1.887, 3.425, -0.016], [-1.736, -2.287, 2.684], [-0.371, 2.507, -2.923], [1.376, 1.189, 2.147], [-0.233, -3.051, 2.272], [-1.020, -0.682, -2.078], [0.319, -1.718, -0.681], [-0.850, 1.359, -1.979]]
}

5.
{
  "formula": "C5H19NO6",
  "method": "the ωB97M-V functional and the def2-TZVPD basis",
  "orbital_gap_ev": 9.3,
  "smiles": "O=CN1CCCC1.O.O.O.O.O",
  "total_charge": 0,
  "elements": ["O", "O", "O", "O", "O", "O", "N", "C", "C", "C", "C", "C", "H", "H", "H", "H", "H", "H", "H", "H", "H", "H", "H", "H", "H", "H", "H", "H", "H", "H", "H"],
  "xyz": [[-1.306, 0.905, -2.120], [2.467, -1.877, -1.685], [2.736, -0.073, 1.312], [-1.579, -1.545, -3.149], [-3.049, -2.133, 0.994], [1.252, -2.583, 0.684], [1.270, 1.366, 0.765], [2.588, 1.018, 0.720], [-0.943, 2.149, 0.682], [0.463, 2.561, 0.404], [0.555, 0.448, 1.607], [-0.948, 0.961, 1.663], [0.670, -0.584, 1.470], [-1.193, 0.049, -2.399], [-1.523, 1.633, -0.129], [-1.994, -2.193, -2.619], [1.747, -3.348, 0.782], [-1.501, 0.059, 1.312], [-1.486, 2.997, 1.067], [1.897, -1.616, -0.958], [1.003, 0.519, 2.726], [-0.843, -2.157, -3.453], [0.539, 2.761, -0.678], [2.245, -1.346, -2.438], [1.894, -1.849, 0.961], [-3.319, -1.231, 0.799], [0.899, 3.378, 1.045], [-1.227, 1.238, 2.576], [3.195, 1.593, 0.128], [-2.161, 1.181, -2.446], [-2.345, -2.278, 0.377]]
}

6.
{
  "formula": "C5H19NO7",
  "method": "the ωB97M-V functional and the def2-TZVPD basis",
  "orbital_gap_ev": 9.6,
  "smiles": "C=CC[C@@H](N)C(=O)O.O.O.O.O.O",
  "total_charge": 0,
  "elements": ["O", "O", "O", "O", "O", "O", "O", "N", "C", "C", "C", "C", "C", "H", "H", "H", "H", "H", "H", "H", "H", "H", "H", "H", "H", "H", "H", "H", "H", "H", "H", "H"],
  "xyz": [[-3.563, -0.163, 1.525], [-1.829, -1.618, -2.228], [1.328, 1.537, 0.994], [-0.997, 0.016, 2.614], [-2.376, 2.324, 1.099], [-0.617, 3.227, -0.639], [3.391, 0.840, 0.630], [0.366, 0.532, -1.239], [1.857, -3.013, 0.350], [2.244, 0.912, 0.275], [1.821, 0.384, -1.111], [1.390, -2.008, -0.386], [2.283, -1.092, -1.176], [-0.065, 0.234, 2.760], [-3.856, -0.087, 0.610], [-1.014, -0.927, 2.796], [0.004, -0.074, -1.964], [-1.273, -2.125, -1.631], [2.383, 0.946, -1.861], [-1.662, 1.838, 1.525], [2.405, -1.472, -2.192], [2.878, -3.143, 0.552], [-3.134, 1.758, 1.321], [0.484, 1.613, 0.515], [-2.624, -0.373, 1.395], [-1.516, 2.975, -0.337], [-2.666, -2.099, -2.217], [1.098, -3.618, 0.835], [-0.419, 4.092, -0.267], [0.097, 1.490, -1.437], [0.322, -1.865, -0.393], [3.258, -1.040, -0.722]]
}

no.,electronic energy (eV),largest force on an atom (hartree/bohr)
1,-19254.2810,0.028
2,-14611.7923,0.051
3,-36844.0378,0.044
4,-17220.4970,0.061
5,-19266.3913,0.116
6,-21315.8909,0.041